1.
This record from the Open Molecules 2025 dataset describes a molecular structure, C6H14O. The level of theory is the ωB97M-V functional and the def2-TZVPD basis.

```
21
Properties=species:S:1:pos:R:3:nbo_charge:R:1
O 1.568 -1.486 0.427 -0.7737
C -1.082 -0.319 0.316 -0.2300
C -1.604 -0.645 -1.086 -0.6059
C 1.453 -0.201 -0.099 0.1866
C 0.193 0.532 0.286 -0.4336
C 2.730 0.595 -0.070 -0.6348
C -2.166 0.396 1.125 -0.5975
H 0.094 1.376 -0.408 0.2071
H -1.837 0.583 2.154 0.2087
H -3.084 -0.200 1.166 0.2094
H 0.374 0.943 1.288 0.2158
H 2.617 1.480 -0.703 0.2132
H 3.563 -0.019 -0.423 0.2258
H 2.949 0.903 0.958 0.2203
H -0.818 -1.256 0.823 0.2244
H -1.876 0.274 -1.621 0.2002
H -0.868 -1.183 -1.695 0.1998
H 1.296 -0.456 -1.381 0.0516
H 1.416 -1.406 -0.700 0.5005
H -2.418 1.364 0.671 0.1983
H -2.500 -1.274 -1.027 0.2138
```

Computed properties:
LUMO energy: 0.880 eV
HOMO: -0.3643 hartree
charge: 0
gap between HOMO and LUMO: 10.8 eV



2.
This record from the Open Molecules 2025 dataset describes a single C6H14O molecule. The level of theory is the ωB97M-V functional and the def2-TZVPD basis.

```
21
Properties=species:S:1:pos:R:3:nbo_charge:R:1
O 2.410 -0.143 0.359 -0.5399
C -2.275 -0.165 0.205 -0.3927
C 1.322 0.443 -0.315 -0.0502
C -1.183 0.917 0.039 -0.4053
C 3.520 -0.363 -0.468 -0.2452
C 0.176 0.563 0.679 -0.4174
C -2.492 -0.966 -1.079 -0.6035
H -1.547 -1.392 -1.442 0.1989
H 0.117 -0.396 1.207 0.2075
H 4.259 -0.911 0.123 0.1930
H -2.880 -0.313 -1.870 0.2007
H -1.542 1.868 0.448 0.2090
H -1.045 1.101 -1.038 0.1952
H -2.004 -0.843 1.026 0.1962
H 1.602 1.434 -0.717 0.1591
H 1.025 -0.182 -1.177 0.1541
H 3.253 -0.967 -1.351 0.1618
H 3.968 0.581 -0.817 0.1628
H 0.455 1.306 1.434 0.2079
H -3.206 -1.786 -0.940 0.2087
H -3.223 0.299 0.506 0.1993
```

Computed properties:
LUMO energy: 1.109 eV
HOMO: -0.3608 hartree
SMILES: CCCCCOC
charge: 0
gap between HOMO and LUMO: 10.9 eV



3.
This record from the Open Molecules 2025 dataset describes a molecular structure, C6H14O. The level of theory is the ωB97M-V functional and the def2-TZVPD basis.

```
21
Properties=species:S:1:pos:R:3:nbo_charge:R:1
O -1.296 0.380 2.049 -0.7163
C 1.885 0.975 -0.565 -0.7165
C 2.143 -1.498 -0.653 -0.7140
C 1.776 -0.315 0.191 -0.0312
C -0.493 -0.558 0.060 -0.5100
C -2.812 0.443 0.159 -0.6253
C -1.368 0.534 0.640 0.0811
H 1.605 0.949 -1.634 0.1747
H -3.244 -0.516 0.464 0.2145
H 1.809 -2.452 -0.231 0.2224
H -2.885 0.538 -0.930 0.2143
H -0.953 1.512 0.342 0.1584
H 1.863 -1.452 -1.722 0.1751
H 0.545 -0.454 0.694 0.2445
H 3.242 -1.509 -0.615 0.2475
H -0.393 -0.502 -1.025 0.2178
H -3.411 1.246 0.606 0.2050
H -0.826 -1.556 0.368 0.2229
H -1.827 1.077 2.453 0.4676
H 2.957 1.215 -0.523 0.2489
H 1.366 1.803 -0.073 0.2187
```

Computed properties:
LUMO energy: 0.922 eV
HOMO: -0.2762 hartree
charge: 0
gap between HOMO and LUMO: 8.4 eV



Which is the most stable structure? 2 is the most stable.



1.
This record from the Open Molecules 2025 dataset describes a single C6H14O molecule. The level of theory is the ωB97M-V functional and the def2-TZVPD basis.

```
21
Properties=species:S:1:pos:R:3:nbo_charge:R:1
O 1.623 -1.372 0.539 -0.7257
C -1.625 -0.562 -1.133 -0.6068
C 0.191 0.565 0.245 -0.4138
C -2.156 0.341 1.149 -0.5982
C 1.443 -0.179 -0.220 0.1003
C -1.079 -0.300 0.274 -0.2259
C 2.709 0.662 -0.165 -0.6210
H 1.509 -2.056 -0.126 0.4695
H 3.568 0.045 -0.449 0.2151
H -0.866 -0.984 -1.802 0.1989
H -1.983 0.372 -1.587 0.2007
H -0.803 -1.262 0.728 0.2092
H 2.628 1.502 -0.863 0.2079
H 0.040 1.425 -0.425 0.2015
H -2.468 -1.262 -1.107 0.2100
H 0.382 0.969 1.248 0.2059
H -1.799 0.484 2.175 0.2088
H -3.057 -0.282 1.191 0.2069
H -2.448 1.324 0.755 0.1982
H 2.894 1.055 0.841 0.2096
H 1.299 -0.486 -1.266 0.1488
```

Computed properties:
LUMO energy: 0.911 eV
HOMO: -0.3753 hartree
SMILES: CC(C)C[C@@H](C)O
charge: 0
gap between HOMO and LUMO: 11.1 eV



2.
This record from the Open Molecules 2025 dataset describes a single C6H14O molecule. The level of theory is the ωB97M-V functional and the def2-TZVPD basis.

```
21
Properties=species:S:1:pos:R:3:nbo_charge:R:1
O 1.723 -1.129 1.019 -0.7197
C -1.657 -0.679 -1.306 -0.6465
C 2.581 0.621 -0.423 -0.6289
C 1.406 -0.288 -0.081 0.1004
C -2.133 0.480 1.274 -0.6238
C -1.141 -0.284 0.387 -0.2050
C 0.170 0.498 0.317 -0.4325
H -0.789 -1.073 -1.875 0.2017
H 1.157 -0.900 -0.962 0.1507
H -0.009 1.311 -0.404 0.2002
H 0.411 1.012 1.266 0.2188
H 2.330 1.311 -1.237 0.2120
H 3.450 0.031 -0.738 0.2029
H -3.112 0.003 1.314 0.2139
H -2.447 -1.459 -1.464 0.2103
H 2.867 1.206 0.458 0.2124
H 2.472 -1.680 0.758 0.4644
H -1.236 -1.323 0.177 0.2524
H -1.994 0.250 -1.723 0.2000
H -2.257 1.519 0.920 0.1991
H -1.793 0.576 2.324 0.2171
```

Computed properties:
LUMO energy: 0.984 eV
HOMO: -0.3281 hartree
SMILES: CC(C)C[C@@H](C)O
charge: 0
gap between HOMO and LUMO: 9.9 eV



Which is the most stable structure? 1 is the most stable.



1.
This record from the Open Molecules 2025 dataset describes 2 unconnected molecules or ions with the total composition C6H14O. The level of theory is the ωB97M-V functional and the def2-TZVPD basis.

```
21
Properties=species:S:1:pos:R:3:nbo_charge:R:1
O -2.970 1.862 5.856 -0.9401
C 1.664 -1.135 1.526 -0.6485
C 3.574 0.997 1.026 -0.6462
C 2.242 1.035 0.348 0.0148
C 0.000 0.000 0.000 -0.6447
C 1.413 0.039 0.608 -0.0097
C 1.983 2.249 -0.593 -0.6419
H 4.230 0.406 0.364 0.2137
H -0.105 -0.428 -1.011 0.2157
H 1.180 -1.101 2.516 0.2213
H 2.911 2.275 -1.189 0.2127
H 1.871 3.216 -0.075 0.2175
H 1.212 -1.954 0.941 0.2141
H -0.475 0.996 0.012 0.2130
H -2.577 2.245 5.039 0.4702
H -0.531 -0.652 0.714 0.2068
H 4.014 2.000 1.152 0.2111
H 1.129 2.116 -1.278 0.2172
H -3.942 1.926 5.719 0.4699
H 3.534 0.504 2.012 0.2174
H 2.736 -1.354 1.665 0.2157
```

Computed properties:
LUMO energy: 0.765 eV
HOMO: -0.3151 hartree
SMILES: CC(C)=C(C)C.O
charge: 0
gap between HOMO and LUMO: 9.3 eV



2.
This record from the Open Molecules 2025 dataset describes 2 unconnected molecules or ions with the total composition C6H14O. The level of theory is the ωB97M-V functional and the def2-TZVPD basis.

```
21
Properties=species:S:1:pos:R:3:nbo_charge:R:1
O -1.181 0.834 -3.358 -0.9897
C 1.535 -1.913 -1.484 -0.4010
C 0.037 -0.183 -0.551 -0.4575
C 0.054 1.052 0.338 -0.3816
C 0.147 0.768 1.823 -0.4012
C 1.216 -1.101 -0.470 -0.1729
C -0.971 -0.096 2.387 -0.6212
H -0.207 0.183 -1.565 0.1995
H -0.835 1.669 0.143 0.1974
H -0.280 0.760 -3.024 0.4971
H 0.105 1.703 2.422 0.2067
H 0.932 1.635 0.091 0.1956
H -0.930 -0.613 -0.236 0.2119
H -1.892 0.178 1.811 0.1956
H -1.157 0.230 3.408 0.2121
H 0.816 -2.248 -2.225 0.2062
H -0.931 -1.172 2.364 0.2130
H -1.953 1.223 -2.939 0.5016
H 1.869 -0.858 0.358 0.1955
H 2.465 -2.443 -1.315 0.1981
H 1.161 0.391 2.024 0.1946
```

Computed properties:
LUMO energy: 0.904 eV
HOMO: -0.3528 hartree
SMILES: C=CCCCC.O
charge: 0
gap between HOMO and LUMO: 10.5 eV



3.
This record from the Open Molecules 2025 dataset describes 2 unconnected molecules or ions with the total composition C6H14O. The level of theory is the ωB97M-V functional and the def2-TZVPD basis.

```
21
Properties=species:S:1:pos:R:3:nbo_charge:R:1
O -0.199 4.632 0.377 -0.9309
C -0.597 -2.441 0.031 -0.1706
C -0.464 -1.578 -1.166 -0.4532
C -1.803 -2.771 0.514 -0.4234
C 1.168 -0.259 0.340 -0.4191
C 0.675 -0.411 -1.103 -0.3910
C 0.951 1.177 0.868 -0.5899
H 1.639 -0.665 -1.690 0.1960
H 2.078 -0.794 0.502 0.2053
H 0.377 4.940 -0.430 0.4660
H 0.376 4.974 1.090 0.4660
H -0.322 -2.111 -2.163 0.2224
H 0.227 0.387 -1.559 0.2055
H 0.023 1.598 0.557 0.2157
H -2.567 -2.044 0.319 0.1991
H -1.911 -3.769 1.027 0.2130
H -1.505 -1.299 -1.367 0.2036
H 0.498 -0.743 1.026 0.2045
H 0.354 -2.860 0.327 0.1905
H 1.781 1.901 0.470 0.1881
H 0.959 1.120 1.966 0.2023
```

Computed properties:
LUMO energy: 0.816 eV
HOMO: -0.3319 hartree
SMILES: C=CCCCC.O
charge: 0
gap between HOMO and LUMO: 9.8 eV



Which is the most stable structure? 1 is the most stable.



1.
This record from the Open Molecules 2025 dataset describes a molecular structure, C6H14O. The level of theory is the ωB97M-V functional and the def2-TZVPD basis.

```
21
Properties=species:S:1:pos:R:3:nbo_charge:R:1
O -1.486 0.667 1.474 -0.5129
C -1.877 1.893 0.874 -0.2531
C 0.722 -1.972 -0.675 -0.6324
C 1.336 -0.054 0.861 -0.6314
C 0.508 -0.507 -0.329 -0.0906
C -1.565 -0.388 0.653 -0.0903
C 0.768 0.381 -1.543 -0.6262
H -2.084 2.607 1.673 0.1919
H -2.762 1.754 0.248 0.1931
H 0.046 -2.299 -1.472 0.2153
H 1.748 -2.131 -1.037 0.2112
H 1.800 0.245 -1.894 0.2115
H 1.005 0.918 1.242 0.2179
H 2.393 0.052 0.571 0.2093
H -0.826 -0.343 -0.341 0.2198
H -1.056 2.274 0.256 0.1715
H 1.295 -0.766 1.693 0.2148
H 0.102 0.135 -2.376 0.2144
H 0.643 1.443 -1.305 0.2087
H -1.286 -1.276 1.237 0.1441
H 0.577 -2.630 0.189 0.2133
```

Computed properties:
LUMO energy: 0.831 eV
HOMO: -0.2752 hartree
charge: 0
gap between HOMO and LUMO: 8.3 eV



2.
This record from the Open Molecules 2025 dataset describes 2 unconnected molecules or ions with the total composition C6H14O. The level of theory is the ωB97M-V functional and the def2-TZVPD basis.

```
21
Properties=species:S:1:pos:R:3:nbo_charge:R:1
O -0.083 2.837 -0.566 -0.7276
C 1.038 3.622 -0.091 -0.2581
C 0.033 -0.860 1.322 -0.4298
C 0.408 -2.261 0.846 -0.3983
C 0.307 -2.350 -0.685 -0.4391
C -0.819 -1.324 -1.028 -0.4534
C -1.074 -0.489 0.237 -0.4247
H 0.734 0.112 1.273 0.2035
H 0.105 -3.388 -0.956 0.2190
H 0.698 4.592 0.333 0.1795
H -1.906 -1.752 -1.204 0.2258
H -0.332 -2.897 1.377 0.2058
H 1.295 -2.256 -1.189 0.2147
H -0.348 -1.142 2.367 0.2236
H 1.539 -2.656 1.103 0.2088
H -2.292 -0.436 0.595 0.2132
H -0.793 -0.507 -1.993 0.2204
H -0.831 0.689 0.194 0.2071
H 1.657 3.105 0.661 0.1723
H 1.516 3.986 -0.948 0.1709
H 0.259 1.834 -0.696 0.4664
```

Computed properties:
LUMO energy: 0.757 eV
HOMO: -0.3696 hartree
SMILES: C1CCCC1.CO
charge: 0
gap between HOMO and LUMO: 10.8 eV



Which is the most stable structure? 2 is the most stable.